No. 1
# C16H29F9NO7Zn

A molecular structure, C16H29F9NO7Zn (the ωB97M-V functional and the def2-TZVPD basis, the OMol25 dataset).

For the HOMO energy, the calculation gives -5.3 eV. The calculation puts the largest force on an atom at 4.2 eV/A. As for the HOMO-LUMO gap: 0.080 Ha. As for the LUMO energy: -3.16 eV. The net charge is -1.

Geometry as XYZ:
```
63
Properties=species:S:1:pos:R:3:forces:R:3:nbo_charge:R:1
Zn -3.49723 31.69581 22.89232 0.2 0.1 -0.1 0.5853
C -0.52391 31.80763 27.90427 -0.7 0.1 -3.5 0.2608
O 0.61117 31.14114 27.31437 -0.5 -1.1 0.7 -0.5379
O -1.52899 31.78122 26.89698 1.7 -0.3 3.5 -0.5877
C -0.86627 31.43712 29.43454 0.9 -0.9 -0.5 0.9310
F -1.70228 32.32392 29.91617 -1.2 0.6 0.0 -0.3123
F -1.30147 30.19764 29.67393 -1.2 -0.4 -0.9 -0.3268
F 0.18361 31.46684 30.29725 1.0 1.0 -0.4 -0.3530
C 1.81078 31.13540 28.05130 -0.3 0.1 0.1 -0.0753
C 2.92239 30.55931 27.24826 1.1 0.0 -0.5 -0.6188
H 3.63009 30.11251 27.94656 0.0 -0.4 -0.1 0.2004
H 2.57740 29.84866 26.49721 0.1 -0.1 0.2 0.2214
H 3.51257 31.34414 26.77515 -0.2 0.0 -0.5 0.1951
H 1.73752 30.52073 28.94846 -0.3 0.4 0.2 0.1692
H 2.10104 32.16690 28.25098 -0.2 0.2 0.8 0.1548
H -0.13491 32.82548 27.93208 -0.3 0.9 0.7 0.1568
C -7.05157 27.03642 21.90712 0.8 3.0 -0.1 0.2716
O -8.37953 27.26362 21.64534 -2.3 -1.4 0.4 -0.5162
O -6.63545 28.28591 22.35996 0.8 -3.0 0.2 -0.5928
C -6.73399 25.65806 22.66658 -0.5 -0.1 2.1 0.9191
F -5.86157 25.78019 23.70182 -0.6 0.5 -0.5 -0.3274
F -7.82629 24.98499 23.15318 -0.3 1.2 0.5 -0.3514
F -6.22188 24.71884 21.89819 1.1 -0.2 -1.8 -0.3319
C -9.07332 26.32543 20.84597 0.4 -0.5 -0.4 -0.0780
C -10.43156 26.88006 20.63553 -0.7 0.5 0.3 -0.6174
H -10.26197 27.93395 20.41495 -0.4 0.0 -0.3 0.2199
H -10.97326 26.36540 19.84194 0.1 0.1 -0.1 0.1990
H -11.03226 26.83383 21.54389 0.0 0.0 0.1 0.2052
H -9.09784 25.30209 21.22049 0.0 0.0 0.6 0.1717
H -8.62019 26.21125 19.86122 0.6 0.3 -0.3 0.1473
H -6.66323 26.83640 20.90847 1.1 -0.2 -0.5 0.1390
C -3.99344 36.80813 21.20662 -0.3 -3.4 2.5 0.2744
O -2.61702 36.89387 21.01975 0.3 1.0 -0.5 -0.5179
O -4.18650 35.49149 21.62638 -0.7 2.0 -0.2 -0.6168
C -4.57400 37.87789 22.26614 -1.1 1.9 0.2 0.9281
F -5.91104 37.75262 22.46820 0.2 -0.5 -1.2 -0.3363
F -4.14118 37.93704 23.52083 1.4 -0.7 -0.2 -0.3149
F -4.42887 39.22168 21.79972 0.2 -1.7 0.0 -0.3844
C -2.10490 37.77427 20.06077 0.6 1.1 -0.6 -0.0640
C -0.58516 37.65025 19.95424 -0.5 -0.1 -0.3 -0.6157
H -0.09821 37.56006 20.92524 0.0 0.3 0.0 0.2174
H -0.28674 36.80304 19.33677 -0.1 -0.3 0.2 0.1980
H -0.25875 38.52551 19.39257 0.3 0.2 0.3 0.2012
H -2.36839 38.82028 20.21740 0.1 0.2 0.9 0.1637
H -2.49834 37.69425 19.04740 -0.4 -1.0 -0.2 0.1515
H -4.64627 36.88906 20.33750 0.1 0.7 -0.7 0.1725
C 1.61719 31.99880 20.48645 1.1 -0.1 -0.2 -0.6169
C 0.12996 31.98211 20.51901 -0.7 0.2 0.1 -0.0743
C -0.59830 31.85032 19.16185 0.6 -1.3 1.3 -0.0540
O -1.95999 31.69147 19.47132 -0.8 0.9 -0.8 -0.5404
C -2.86214 31.55753 18.36397 -0.4 0.7 1.1 -0.2645
N -0.32861 30.96854 21.47953 0.1 -0.1 0.8 -0.8152
H 1.97989 32.12401 21.50669 0.0 -0.1 0.1 0.2102
H 2.04930 32.84938 19.95928 0.0 -0.1 -0.4 0.2109
H 2.01213 31.04488 20.13692 0.2 0.0 -0.3 0.1963
H -0.09579 32.94981 20.96698 -0.8 0.1 -0.1 0.1944
H -0.28209 30.90882 18.71273 0.4 -0.2 -0.4 0.1492
H -0.27839 32.65444 18.49916 -0.6 0.4 -0.1 0.1723
H -2.97292 30.51312 18.07237 0.4 0.1 -0.5 0.1784
H -2.71405 32.31163 17.59100 0.8 -0.5 -0.5 0.1757
H -3.84504 31.88708 18.70070 -0.1 -0.3 0.6 0.1987
H 0.34198 31.00051 22.23411 -0.2 0.8 0.9 0.3516
H -0.10153 30.01107 21.25197 -0.5 -0.4 -1.3 0.3500
```
Positions in Å, forces in eV/Å.

No. 2
# C10H14N2O

C10H14N2O in the gas phase (the ωB97M-V functional and the def2-TZVPD basis, the OMol25 dataset).

For the HOMO energy, the calculation gives -8.3 eV. The calculation puts the largest force on an atom at 6.1 eV/A. As for the HOMO-LUMO gap: 0.327 Ha. As for the LUMO energy: 0.58 eV.

Geometry as XYZ:
```
27
Properties=species:S:1:pos:R:3:forces:R:3:nbo_charge:R:1
C 0.80404 3.50680 -0.71353 -0.8 0.7 -0.4 -0.4000
N 1.11082 2.14692 -0.87248 -0.4 -1.6 -3.3 -0.4290
C 0.24085 1.34456 -1.87687 0.9 1.8 0.4 -0.2307
C 0.17847 -0.02279 -1.25491 -0.2 -0.4 0.1 -0.4571
C 1.33216 0.01528 -0.20398 -0.6 -0.9 -3.8 0.1162
O 1.12109 -0.80443 0.80469 0.8 -4.1 4.5 -0.5129
C 0.04981 -1.60244 1.06571 0.6 0.6 -2.3 0.2355
C -0.32958 -2.66053 0.25710 0.0 -0.9 0.5 -0.2106
C -1.57212 -3.21929 0.53410 1.2 -0.7 0.0 -0.2492
C -2.30603 -2.89452 1.66158 -0.1 2.9 0.1 0.0044
N -1.96078 -1.87342 2.47957 2.8 0.0 -2.1 -0.3759
C -0.74121 -1.24325 2.07305 -3.6 0.1 4.9 -0.0370
C 1.17753 1.35690 0.28914 3.6 3.3 -0.2 -0.2348
H 0.84334 3.97656 -1.75128 -0.3 -0.1 1.6 0.2074
H -0.18355 3.62131 -0.15690 0.5 0.4 -0.9 0.1486
H 1.55675 3.92101 -0.04452 0.1 0.5 -0.2 0.1989
H 0.71848 1.42433 -2.87750 -0.5 -0.1 0.6 0.2021
H -0.78432 1.75046 -1.86810 0.3 0.2 -0.5 0.1796
H -0.79645 -0.03677 -0.72948 0.6 -0.3 0.1 0.2108
H 0.15627 -0.89732 -1.92592 0.3 0.5 0.1 0.2249
H 2.30622 -0.24731 -0.68205 -0.5 0.6 0.2 0.1866
H 0.43202 -3.10781 -0.39330 -0.8 0.4 -0.3 0.2328
H -1.92958 -4.02719 -0.05045 -0.2 -0.7 -0.6 0.2155
H -3.32953 -3.20699 1.74283 -0.2 -0.7 0.4 0.1978
H -0.41273 -0.47262 2.81657 -0.3 -0.5 -1.1 0.2123
H 2.02680 1.80140 0.88385 -0.7 -0.9 -0.1 0.2024
H 0.29122 1.45115 0.79309 -2.5 -0.1 2.1 0.1614
```
Positions in Å, forces in eV/Å.

No. 3
# C16H48InN12O24

A molecular structure, C16H48InN12O24 (the ωB97M-V functional and the def2-TZVPD basis, the OMol25 dataset).

For the HOMO energy, the calculation gives -4.4 eV. The calculation puts the largest force on an atom at 1.0 eV/A. As for the HOMO-LUMO gap: 0.202 Ha. As for the LUMO energy: 1.14 eV. The net charge is -1.

Geometry as XYZ:
```
101
Properties=species:S:1:pos:R:3:forces:R:3:mulliken_charge:R:1
C -0.43173 3.32152 -0.69202 -0.5 0.2 0.5 -1.6792
C -1.74597 4.08962 -0.77481 0.1 -0.1 -0.4 1.9171
C -1.53996 5.60725 -0.68375 -0.2 -0.1 0.2 -1.5734
C -2.56607 3.68230 -2.01823 -0.4 0.3 0.8 -1.5195
In -4.61191 3.13675 -1.24883 0.2 0.3 -0.4 0.6733
H -0.03719 3.40939 0.31790 0.4 0.0 0.1 0.4443
H 0.29174 3.67753 -1.41678 0.2 0.0 -0.2 0.6191
H -0.67008 2.27573 -0.85229 0.3 -0.3 -0.2 0.0185
H -2.27935 3.80585 0.12999 -0.2 -0.1 0.2 -0.3804
H -1.82094 5.96625 0.30094 0.2 0.2 0.3 0.2986
H -0.51583 5.90352 -0.88943 0.2 0.1 -0.1 0.3401
H -2.18697 6.12538 -1.37981 -0.1 0.1 -0.2 0.3780
H -2.65894 4.55687 -2.65235 -0.1 0.0 -0.4 0.4403
H -2.11658 2.87787 -2.58427 0.2 -0.2 -0.1 0.3124
H -5.34221 4.68567 -0.69258 0.0 -0.2 0.0 -0.3969
H -4.24023 2.08260 0.17300 -0.1 -0.1 0.0 -0.4455
H -5.67475 2.35609 -2.45754 0.0 -0.1 0.1 -0.4106
C -3.63542 1.77779 -6.75598 -0.1 0.2 -0.1 -0.6431
N -3.28624 2.36584 -5.43472 0.0 -0.1 0.0 0.8608
O -3.40280 3.56295 -5.29733 0.1 -0.1 0.0 -0.5074
O -2.91123 1.57879 -4.58805 0.0 0.1 -0.1 -0.4475
H -3.95318 2.57183 -7.42133 0.0 0.1 0.1 0.3135
H -2.74876 1.28043 -7.13652 0.0 -0.1 0.1 0.2565
H -4.43416 1.06662 -6.58338 0.1 -0.1 0.0 0.1807
C 2.69890 1.74081 -1.68858 0.0 0.2 0.2 -0.5967
N 3.67740 2.06533 -2.76349 -0.1 0.0 0.0 1.0051
O 4.04021 3.21560 -2.88095 0.0 -0.1 0.0 -0.5804
O 4.05236 1.14220 -3.46365 0.0 0.0 -0.1 -0.5765
H 2.45317 2.64694 -1.14954 0.0 0.1 -0.1 0.3248
H 1.81712 1.32127 -2.16265 0.0 -0.1 0.0 0.2835
H 3.16815 1.01686 -1.03223 0.0 -0.1 -0.1 0.1594
C 4.03718 -2.72445 -2.84241 -0.1 0.1 -0.1 -0.7537
N 4.36772 -2.22354 -1.48146 -0.1 0.0 -0.1 0.9172
O 4.33763 -1.02524 -1.30804 0.1 -0.1 0.3 -0.3888
O 4.64303 -3.05111 -0.63249 0.0 0.0 0.0 -0.5665
H 3.81766 -1.87000 -3.47243 0.0 0.1 0.1 0.2765
H 4.90177 -3.27170 -3.20483 0.0 -0.1 0.1 0.3072
H 3.17521 -3.37828 -2.74700 0.0 -0.1 0.0 0.2369
C 6.49447 -1.24398 1.28940 0.0 -0.1 0.0 -0.5755
N 7.96428 -1.03559 1.40985 0.0 0.0 0.0 0.9160
O 8.69624 -1.94159 1.06208 0.0 0.0 0.0 -0.5486
O 8.33689 0.03190 1.85086 0.0 -0.1 0.0 -0.5489
H 6.31574 -2.23072 0.88639 0.1 0.0 0.0 0.2900
H 6.07132 -1.14420 2.28429 0.0 0.1 0.0 0.2603
H 6.10593 -0.47795 0.62645 0.0 0.1 0.1 0.1868
C 0.65781 3.74740 4.17968 0.3 0.1 0.3 -0.1269
N 1.92707 4.03454 3.46070 0.0 0.0 0.0 0.9767
O 2.38980 5.15627 3.53547 0.0 -0.1 0.0 -0.5980
O 2.42976 3.11452 2.84598 0.0 0.1 0.0 -0.5104
H 0.33467 4.65306 4.67897 0.0 0.1 -0.1 0.2933
H -0.06638 3.42868 3.44547 0.0 -0.1 -0.1 -0.1529
H 0.88806 2.95206 4.88666 -0.2 0.2 -0.2 0.2165
C 2.54439 -0.49709 6.45519 0.0 0.1 0.2 -0.8618
N 1.59950 -0.07221 5.38793 0.1 0.0 0.0 0.8376
O 1.11939 1.04524 5.48640 0.0 -0.8 -0.1 -0.6011
O 1.39108 -0.87577 4.50293 0.0 0.5 0.3 -0.4091
H 2.63935 0.30967 7.17154 0.0 0.0 0.0 0.3069
H 2.12976 -1.38772 6.91724 0.0 -0.1 -0.1 0.3102
H 3.49545 -0.71344 5.97897 0.0 -0.1 0.0 0.3015
C 1.96375 -2.91475 2.08657 0.2 0.1 0.0 -0.5184
N 1.49625 -3.99104 1.18177 0.1 0.0 0.0 1.0888
O 1.43990 -3.75738 -0.00987 -0.1 0.0 0.0 -0.5576
O 1.18320 -5.05185 1.69008 0.0 0.0 -0.1 -0.6397
H 2.19318 -2.03775 1.49353 -0.1 0.0 0.0 0.1733
H 1.15613 -2.71068 2.77815 0.0 0.0 0.1 0.0014
H 2.84499 -3.27774 2.60791 -0.1 -0.1 0.0 0.3591
C 0.62072 -6.33594 -2.09762 -0.1 -0.1 0.1 -0.4871
N -0.09908 -6.10527 -3.37920 0.0 -0.1 0.0 0.9081
O -1.13715 -6.70723 -3.56649 0.1 0.1 0.0 -0.5507
O 0.40590 -5.32215 -4.15779 0.0 0.0 0.0 -0.5439
H 0.05925 -7.05221 -1.51069 -0.1 0.0 0.0 0.3272
H 1.60628 -6.71918 -2.34304 0.0 0.1 0.0 0.2675
H 0.69257 -5.38293 -1.58233 0.1 0.0 0.0 0.1118
C -1.38691 -0.38941 0.36133 0.0 0.0 -0.1 -0.8123
N -0.20826 -0.48272 1.26731 -0.4 0.1 0.0 1.1570
O -0.34423 -1.12052 2.29666 -0.1 0.0 -0.2 -0.4427
O 0.81343 0.07622 0.92850 0.0 -0.1 0.0 -0.5370
H -2.20489 -0.94210 0.80408 0.0 0.0 0.1 0.2552
H -1.64756 0.65942 0.25495 0.0 0.0 0.0 0.0538
H -1.09404 -0.81831 -0.59367 0.1 0.1 0.0 0.3684
C -1.60015 -4.24883 3.40638 -0.1 0.2 -0.1 -0.4767
N -1.19818 -3.83145 4.77943 0.0 0.0 0.0 0.9475
O -1.26453 -2.65521 5.06252 0.0 -0.1 0.0 -0.4813
O -0.82617 -4.71357 5.53047 0.0 0.0 0.0 -0.6036
H -1.90444 -3.36747 2.85286 0.0 0.1 0.1 0.1412
H -0.73874 -4.72440 2.94728 0.0 -0.1 0.1 0.1441
H -2.42037 -4.95212 3.51243 0.1 -0.1 0.0 0.3477
C -5.15680 -2.31312 -4.67436 0.2 0.0 0.1 -0.7138
N -5.72327 -1.74365 -5.92731 0.0 0.0 0.1 0.8674
O -4.99485 -1.04568 -6.60494 -0.1 -0.2 -0.1 -0.5454
O -6.87740 -2.01056 -6.18502 0.1 0.0 0.0 -0.5266
H -4.12929 -1.98306 -4.58322 0.0 0.1 0.0 0.2993
H -5.76033 -1.94450 -3.85073 -0.1 0.0 0.0 0.3033
H -5.22075 -3.39412 -4.75155 -0.1 0.0 0.0 0.2897
C -3.80719 2.60476 3.60117 -0.2 0.1 0.1 -0.8898
N -2.51916 2.89126 2.92135 -0.4 -0.2 0.0 0.7730
O -2.06449 4.00989 3.01072 0.0 0.3 -0.1 -0.5480
O -2.00272 1.97691 2.32218 0.2 -0.2 0.0 -0.2689
H -4.14394 3.50977 4.09143 0.0 0.0 0.0 0.3339
H -4.50922 2.28728 2.83622 0.0 -0.1 -0.2 0.2769
H -3.62466 1.80924 4.31810 0.0 -0.1 -0.1 0.2875
```
Positions in Å, forces in eV/Å.